A single C2H8N4O molecule at a distorted geometry. Source: the OMol25 dataset; level of theory: ωB97M-V/def2-TZVPD.

CARTESIAN COORDINATES (ANGSTROEM)
H: 0.224 2.891 -0.072
N: -0.262 1.858 -0.172
C: 0.209 0.660 -0.060
N: 1.497 0.416 -0.457
N: 1.768 -0.819 0.226
N: -0.690 -0.369 0.152
C: -2.193 -0.131 0.055
O: -0.507 -1.740 -0.420
H: 1.975 1.428 0.083
H: 2.463 -0.910 1.005
H: 2.310 -1.404 -0.510
H: -2.188 0.738 0.852
H: -2.695 0.288 -0.827
H: -2.339 -1.241 0.140
H: 0.428 -1.664 0.003

The calculation puts the total energy at -10205.1348 eV. As for the spin multiplicity: 1. The HOMO energy comes out at -8.418 eV.